1.
{
  "formula": "C2H3NOS2",
  "method": "ωB97M-V/def2-TZVPD",
  "species": ["C", "N", "S", "H", "O", "C", "S", "H", "H"],
  "positions_angstrom": [[-1.798, 1.497, 0.210], [-1.346, 2.405, 0.842], [-1.148, 3.519, 1.834], [-1.783, 1.080, -0.751], [-0.119, -1.767, -0.768], [1.053, -1.715, -0.991], [2.298, -1.725, 0.222], [1.331, -1.718, -2.005], [1.511, -1.575, 1.406]],
  "charge": 0,
  "e_homo_ev": -8.678,
  "lumo_energy_ev": 0.06,
  "energy_ha": -1004.2701,
  "orbital_gap_ev": 8.741,
  "e_above_lowest_kcal_mol": 73.7
}

=====

2.
{
  "formula": "C2H3NOS2",
  "method": "ωB97M-V/def2-TZVPD",
  "species": ["O", "C", "N", "S", "C", "S", "H", "H", "H"],
  "positions_angstrom": [[-0.782, 0.666, -2.240], [-0.363, -0.118, -1.289], [-0.419, 0.012, 0.098], [-0.790, 1.731, 0.696], [0.452, -0.606, 1.008], [1.401, -1.841, 0.464], [0.058, -1.230, -1.458], [-1.650, 2.238, -0.325], [0.464, -0.321, 2.139]],
  "charge": 0,
  "e_homo_ev": -9.305,
  "lumo_energy_ev": -1.04,
  "energy_ha": -1004.2936,
  "orbital_gap_ev": 8.265,
  "e_above_lowest_kcal_mol": 59.0
}

=====

3.
{
  "formula": "C2H3NOS2",
  "method": "ωB97M-V/def2-TZVPD",
  "species": ["S", "C", "O", "C", "N", "S", "H", "H", "H"],
  "positions_angstrom": [[-0.710, 1.874, 0.450], [0.182, 0.605, -0.668], [-0.414, -0.584, -0.770], [0.041, -1.539, 0.625], [1.147, -1.184, 1.020], [1.768, 0.234, 0.285], [-1.958, 1.774, 0.037], [0.468, 1.266, -1.548], [-0.525, -2.446, 0.568]],
  "charge": 0,
  "e_homo_ev": -9.290,
  "lumo_energy_ev": 0.53,
  "energy_ha": -1004.2897,
  "orbital_gap_ev": 9.825,
  "e_above_lowest_kcal_mol": 61.4
}

=====

4.
{
  "formula": "C2H3NOS2",
  "method": "ωB97M-V/def2-TZVPD",
  "species": ["C", "C", "N", "O", "S", "S", "H", "H", "H"],
  "positions_angstrom": [[-0.916, 0.934, 0.563], [0.536, -0.357, -0.806], [-1.796, 0.107, 0.182], [0.288, 0.997, 0.022], [-1.181, -1.015, -0.930], [1.712, -1.344, 0.225], [-1.340, 1.577, 1.364], [1.049, -0.324, -1.876], [1.648, -0.575, 1.256]],
  "charge": 0,
  "multiplicity": 3,
  "e_homo_ev": [-4.928, -9.629],
  "lumo_energy_ev": [0.73, -2.70],
  "energy_ha": -1004.1680,
  "orbital_gap_ev": [5.657, 6.933],
  "e_above_lowest_kcal_mol": 67.6
}

=====

5.
{
  "formula": "C2H3NOS3",
  "method": "ωB97M-V/def2-TZVPD",
  "species": ["C", "C", "N", "O", "S", "S", "S", "H", "H", "H"],
  "positions_angstrom": [[0.161, -0.246, -0.069], [1.624, -0.181, -0.004], [-0.605, 0.791, -0.004], [-2.382, 2.454, 0.213], [-0.470, -1.906, 0.020], [-2.410, -1.871, 0.153], [-1.900, 1.327, -0.555], [2.189, -0.859, -0.649], [1.874, -0.353, 1.048], [1.919, 0.844, -0.153]],
  "charge": 0,
  "e_homo_ev": [-7.937, -7.932],
  "lumo_energy_ev": [-1.82, -1.83],
  "energy_ha": -1402.4996,
  "orbital_gap_ev": [6.114, 6.104],
  "e_above_lowest_kcal_mol": 33.4
}

=====

6.
{
  "formula": "C2H3NOS3",
  "method": "ωB97M-V/def2-TZVPD",
  "species": ["C", "C", "N", "O", "S", "S", "S", "H", "H", "H"],
  "positions_angstrom": [[0.516, 0.286, -0.947], [-0.238, -1.040, 0.377], [0.367, 1.506, -0.547], [-0.754, 1.965, 0.107], [1.612, -0.259, -2.015], [-0.675, -0.455, 1.788], [-0.226, -2.582, -0.183], [1.172, 2.226, -0.524], [-0.977, 1.443, 0.976], [-0.796, -3.090, 0.968]],
  "charge": 0,
  "multiplicity": 3,
  "e_homo_ev": [-6.332, -9.199],
  "lumo_energy_ev": [-0.51, -3.04],
  "energy_ha": -1402.3355,
  "orbital_gap_ev": [5.820, 6.160],
  "e_above_lowest_kcal_mol": 67.5
}

=====

7.
{
  "formula": "C2H3NP2",
  "method": "ωB97M-V/def2-TZVPD",
  "species": ["C", "P", "P", "C", "N", "H", "H", "H"],
  "positions_angstrom": [[0.660, -2.006, 0.240], [0.941, -0.658, -0.683], [0.592, 1.597, -0.499], [-1.033, 1.280, 0.228], [-0.186, 1.370, 1.162], [0.825, -1.941, 1.311], [0.346, -0.890, -1.827], [-2.145, 1.249, 0.069]],
  "charge": 0,
  "e_homo_ev": [-8.363, -8.363],
  "lumo_energy_ev": [-0.50, -0.50],
  "energy_ha": -815.2649,
  "orbital_gap_ev": [7.859, 7.859],
  "e_above_lowest_kcal_mol": 100.9
}

=====

8.
{
  "formula": "C2H3NP2",
  "method": "ωB97M-V/def2-TZVPD",
  "species": ["C", "P", "P", "H", "H", "C", "N", "H"],
  "positions_angstrom": [[0.186, 2.305, -0.767], [1.745, 1.887, -0.342], [-0.079, 0.742, 0.028], [-0.394, 3.022, -1.500], [-0.781, 1.032, 1.194], [-0.212, -3.060, 0.520], [-0.727, -2.008, 0.664], [0.262, -3.919, 0.203]],
  "charge": 0,
  "e_homo_ev": -7.847,
  "lumo_energy_ev": 0.03,
  "energy_ha": -815.3432,
  "orbital_gap_ev": 7.878,
  "e_above_lowest_kcal_mol": 51.7
}

=====

9.
{
  "formula": "C2H3NP2",
  "method": "ωB97M-V/def2-TZVPD",
  "species": ["C", "N", "P", "P", "C", "H", "H", "H"],
  "positions_angstrom": [[-0.016, -0.924, 0.530], [0.662, -1.293, -0.509], [0.895, -0.335, -1.760], [-0.530, 1.141, -1.107], [-0.606, 0.294, 0.521], [-0.028, -1.446, 1.398], [0.589, 1.822, -0.454], [-0.966, 0.743, 1.381]],
  "charge": 0,
  "e_homo_ev": -8.915,
  "lumo_energy_ev": -0.64,
  "energy_ha": -815.4056,
  "orbital_gap_ev": 8.274,
  "e_above_lowest_kcal_mol": 12.6
}

=====

10.
{
  "formula": "C2H3NP2",
  "method": "ωB97M-V/def2-TZVPD",
  "species": ["C", "C", "N", "P", "P", "H", "H", "H"],
  "positions_angstrom": [[-0.899, -0.511, -0.332], [-0.552, 0.848, -0.208], [-0.360, -1.593, -0.041], [1.070, 1.298, -0.040], [2.076, -0.614, 0.124], [-2.009, -0.775, -0.662], [-1.138, 1.750, -0.288], [1.812, -0.403, 1.446]],
  "charge": 0,
  "e_homo_ev": -8.766,
  "lumo_energy_ev": -1.24,
  "energy_ha": -815.3245,
  "orbital_gap_ev": 7.531,
  "e_above_lowest_kcal_mol": 63.5
}

=====

11.
{
  "formula": "C2H3NS2",
  "method": "ωB97M-V/def2-TZVPD",
  "species": ["S", "C", "N", "C", "S", "H", "H", "H"],
  "positions_angstrom": [[1.273, 0.402, 1.834], [1.157, -0.050, 0.292], [0.159, -0.047, -0.498], [-1.197, -0.126, -0.198], [-1.704, 0.865, 1.098], [2.051, -0.319, -0.212], [0.303, -0.229, -1.404], [-2.042, -0.496, -0.913]],
  "charge": 0,
  "e_homo_ev": -7.701,
  "lumo_energy_ev": -0.86,
  "energy_ha": -929.0598,
  "orbital_gap_ev": 6.837,
  "e_above_lowest_kcal_mol": 36.1
}

=====

12.
{
  "formula": "C2H3NS3",
  "method": "ωB97M-V/def2-TZVPD",
  "species": ["S", "C", "S", "C", "N", "S", "H", "H", "H"],
  "positions_angstrom": [[2.068, -0.484, 0.614], [0.691, -0.074, -0.484], [-0.110, 1.474, -0.071], [-1.592, 0.756, 0.577], [-1.825, -0.470, 0.437], [-0.790, -1.458, -0.307], [2.819, -1.067, -0.324], [1.022, -0.089, -1.512], [-2.283, 1.413, 1.070]],
  "charge": 0,
  "e_homo_ev": -8.513,
  "lumo_energy_ev": 0.53,
  "energy_ha": -1327.2886,
  "orbital_gap_ev": 9.045,
  "e_above_lowest_kcal_mol": 17.6
}

=====

Q: Number 12 is which compound?
A: C2H3NS3